[1]
11
Properties=species:S:1:pos:R:3:forces:R:3:mulliken_charge:R:1 method="wB97M-V/def2-TZVPD" smiles="C=[SH](=C)N" relative_energy_ev=6.6928 e_homo_ha=-0.2953 charge=0 total_energy_ev=-14505.968 orbital_gap_ha=0.29889 spin_multiplicity=1
C 0.6934 -1.2687 -0.7278 4.362 3.463 0.034 -0.852
S -0.1001 -0.1141 0.1388 0.515 -0.641 1.130 0.223
C 0.8528 0.2840 1.7300 -0.147 -0.421 -2.060 -0.617
N -1.4238 0.7279 -0.8443 2.920 -1.571 -1.731 -0.543
H -0.0315 -1.7904 -1.1610 -2.685 -2.602 -2.185 0.396
H 1.5363 -0.8587 -1.4460 -1.723 -0.856 1.793 0.253
H -1.0622 -0.9007 0.6610 -0.054 0.498 -0.059 0.210
H 0.6522 1.2956 2.0599 -0.191 0.386 -0.045 0.230
H 1.9227 0.1640 1.4188 -0.835 0.215 0.055 0.198
H -1.1022 1.2983 -1.6701 -0.338 -0.476 1.666 0.243
H -1.9377 1.1627 -0.1593 -1.823 2.006 1.403 0.259



[2]
12
Properties=species:S:1:pos:R:3:forces:R:3:mulliken_charge:R:1 method="wB97M-V/def2-TZVPD" smiles="C=N.CSS" relative_energy_ev=1.1408 e_homo_ha=-0.3386 charge=0 total_energy_ev=-25346.907 orbital_gap_ha=0.36014 spin_multiplicity=1
C 5.3806 1.9599 -3.7977 -0.754 -0.503 -1.668 -0.199
N 5.9946 1.9016 -2.7104 0.382 -0.089 0.270 -0.476
H 5.8335 1.6087 -4.7340 0.609 0.099 0.379 0.223
H 4.3432 2.2372 -4.0568 0.040 0.284 0.993 0.207
H 5.4461 2.1859 -1.9068 -0.278 0.209 0.027 0.244
C -1.8900 -1.5934 -0.4081 -0.803 0.197 1.729 -0.712
S -2.9495 -0.8979 0.9968 0.474 -0.417 -0.662 -0.043
S -1.5753 -0.1135 2.2769 0.247 0.374 0.132 -0.216
H -1.0252 -0.9511 -0.4838 0.089 0.105 -0.318 0.287
H -2.5456 -1.5845 -1.2709 0.165 -0.030 -0.204 0.262
H -1.6096 -2.5955 -0.0940 0.073 -0.024 -0.336 0.268
H -1.3392 -1.0694 3.2033 -0.245 -0.204 -0.341 0.154



[3]
12
Properties=species:S:1:pos:R:3:forces:R:3:mulliken_charge:R:1 method="wB97M-V/def2-TZVPD" smiles=NCCSS relative_energy_ev=1.0268 e_homo_ha=-0.3291 charge=0 total_energy_ev=-25347.021 orbital_gap_ha=0.34349 spin_multiplicity=1
N 0.0802 -2.4627 1.1195 -0.622 1.940 -0.412 -0.512
C 1.2465 -1.6291 0.6922 1.044 -1.530 1.740 -0.580
C 0.9510 -0.6552 -0.4396 3.465 0.965 1.063 -0.437
S 0.0719 0.6678 0.2678 -2.491 1.739 1.187 -0.090
S -1.1556 1.8085 -0.9970 0.746 0.010 -0.375 -0.244
H -0.7098 -1.9745 1.6486 2.029 -1.056 -0.827 0.225
H 0.4444 -3.3061 1.5177 -0.454 -0.151 0.576 0.208
H 1.7988 -1.1423 1.5728 -0.927 -0.182 -1.066 0.290
H 2.0140 -2.4090 0.3588 -0.947 1.166 -0.015 0.329
H 1.9272 -0.1113 -0.6944 -1.053 -1.421 -0.214 0.256
H 0.5902 -1.2277 -1.2101 -1.271 -0.792 -2.106 0.411
H -2.4735 1.4943 -0.8789 0.482 -0.689 0.448 0.143